Density functional theory data (the ωB97M-V functional and the def2-TZVPD basis) for C16H15BrCl2CoO3 as an isolated structure.

The relative energy (zero: lowest compared OMol25 entry of this formula, charge and spin) is 0.9 kcal per mole. The maximum force comes out at 0.1 eV/A. For the energy, the calculation gives -5721.30450 Eh. Its charge is +1. Its HOMO energy (alpha / beta) is -0.427 / -0.427 Ha. For the orbital gap (alpha / beta), the calculation gives 7.59 / 7.60 eV. The spin multiplicity is 1.

Each line ends with the Mulliken charge.
CARTESIAN COORDINATES (ANGSTROEM)
1 Co -0.523 0.648 -0.434  -0.1151
2 C -2.334 -5.690 -1.501  -0.8190
3 O -2.072 -5.481 -0.113  -0.4164
4 C -1.773 -4.257 0.305  0.9218
5 C -1.527 -4.147 1.700  -1.0140
6 C -1.221 -2.941 2.228  -0.9717
7 C -1.123 -1.768 1.420  0.0690
8 C -0.847 -0.522 2.012  1.5722
9 C -0.759 -0.358 3.499  -1.7043
10 O -0.637 0.560 1.361  -0.4213
11 C -1.357 -1.904 0.018  0.9202
12 O -1.315 -0.882 -0.802  -0.9456
13 C -1.692 -3.150 -0.519  -0.6636
14 H -2.553 -6.748 -1.603  0.2435
15 H -1.459 -5.436 -2.100  0.3474
16 H -3.195 -5.103 -1.822  0.3469
17 H -1.594 -5.040 2.305  0.4620
18 H -1.034 -2.866 3.290  0.4509
19 H -1.627 -0.786 3.996  0.5036
20 H -0.672 0.696 3.745  0.3319
21 H 0.127 -0.879 3.870  0.3816
22 H -1.869 -3.205 -1.582  0.4771
23 Cl -2.615 2.396 -0.809  -0.0958
24 C -1.433 3.557 -0.190  -0.2546
25 Cl 0.213 2.890 -0.443  0.0048
26 H -1.580 3.682 0.876  0.2898
27 H -1.510 4.487 -0.739  0.3773
28 Br 5.390 -1.526 -1.928  -0.1507
29 C 3.683 -0.908 -1.414  0.0031
30 C 2.758 -0.575 -2.391  -0.5541
31 C 1.501 -0.127 -2.005  -0.2105
32 C 1.197 -0.013 -0.659  0.5565
33 C 2.118 -0.345 0.317  -0.0817
34 C 3.374 -0.796 -0.067  -0.4947
35 H 3.011 -0.670 -3.438  0.4411
36 H 0.771 0.116 -2.775  0.3446
37 H 1.893 -0.246 1.370  0.4236
38 H 4.112 -1.055 0.680  0.4443

---

Density functional theory data (the ωB97M-V functional and the def2-TZVPD basis) for C21H30N5O2S2W as an isolated structure at a distorted geometry.

The relative energy (zero: lowest compared OMol25 entry of this formula, charge and spin) is 3.3 kcal per mole. The maximum force comes out at 1.3 eV/A. For the energy, the calculation gives -2104.95144 Eh. Its charge is +3. Its HOMO energy (alpha / beta) is -0.639 / -0.639 Ha. For the orbital gap (alpha / beta), the calculation gives 5.54 / 5.70 eV. The spin multiplicity is 1.

Each line ends with the Mulliken charge.
CARTESIAN COORDINATES (ANGSTROEM)
1 W -0.341 0.585 -0.067  1.4988
2 C -0.295 -1.566 -2.027  -0.7740
3 N 0.550 -0.342 -1.888  1.0576
4 C 1.978 -0.703 -1.603  -0.8645
5 C 2.078 -1.346 -0.245  -0.9728
6 N 1.467 -0.458 0.810  0.5879
7 C 0.921 -1.332 1.911  -1.2918
8 C 2.477 0.463 1.372  -0.0282
9 C 3.480 0.016 2.199  -0.4573
10 C 4.395 0.940 2.718  -0.8840
11 C 4.305 2.290 2.417  -0.7668
12 C 3.300 2.744 1.578  -0.7197
13 C 2.393 1.823 1.043  0.8365
14 S 1.231 2.342 -0.121  -0.1224
15 C 0.423 0.444 -3.126  -0.2143
16 C 1.138 0.138 -4.271  -0.5768
17 C 0.903 0.878 -5.427  -0.9300
18 C -0.033 1.900 -5.440  -0.7397
19 C -0.747 2.213 -4.293  -0.7297
20 C -0.512 1.472 -3.140  1.1749
21 S -1.333 1.925 -1.655  -0.2600
22 H 0.168 -2.324 -2.663  0.3765
23 H -1.253 -1.275 -2.452  0.4284
24 H -0.445 -2.028 -1.052  0.0190
25 H 2.558 0.219 -1.657  0.4758
26 H 2.355 -1.386 -2.363  0.5925
27 H 3.118 -1.553 0.009  0.5177
28 H 1.545 -2.296 -0.215  0.4933
29 H 1.699 -2.005 2.268  0.5211
30 H 0.101 -1.930 1.520  0.4389
31 H 0.579 -0.710 2.734  0.3501
32 H 3.582 -1.028 2.463  0.4525
33 H 5.182 0.586 3.372  0.4629
34 H 5.017 2.988 2.835  0.4545
35 H 3.218 3.793 1.324  0.5165
36 H 1.863 -0.663 -4.292  0.4401
37 H 1.458 0.647 -6.326  0.4532
38 H -0.204 2.468 -6.345  0.4493
39 H -1.462 3.025 -4.292  0.5094
40 C -5.309 -0.176 -0.287  -1.2082
41 N -4.032 0.095 0.400  0.1895
42 C -3.862 1.461 0.905  -1.0728
43 C -3.125 -0.855 0.590  0.4253
44 O -1.824 -0.538 0.575  -0.6201
45 N -3.443 -2.114 0.808  0.0398
46 C -4.742 -2.495 1.404  -1.2092
47 C -2.491 -3.222 0.690  -0.9197
48 H -5.468 0.627 -1.005  0.4254
49 H -6.145 -0.195 0.411  0.4040
50 H -5.251 -1.116 -0.827  0.4097
51 H -4.851 1.843 1.151  0.4167
52 H -3.420 2.126 0.164  0.2574
53 H -3.286 1.455 1.827  0.3554
54 H -5.215 -1.629 1.855  0.4377
55 H -4.535 -3.223 2.184  0.4570
56 H -5.400 -2.944 0.662  0.3735
57 H -1.812 -3.065 -0.141  0.2334
58 H -3.061 -4.125 0.488  0.4797
59 H -1.941 -3.357 1.622  0.3403
60 O -0.877 2.351 2.332  -0.3661
61 N -0.720 1.670 1.438  0.3759